(1)
Computed, not measured: a structure of composition C2H2AlFO2, with ωB97M-V with the def2-TZVPD basis set.

```
! wB97M-V def2-TZVPD RIJCOSX def2/J DEFGRID3
* xyz 2 1
Al -0.410 -0.081 -2.020
F 1.427 -0.841 1.090
O -1.027 0.897 -0.757
O 0.629 -1.162 -0.927
C 0.501 -0.635 0.173
C -0.385 0.566 0.379
H 0.197 1.366 0.876
H -0.932 -0.110 1.185
*
```

## Properties
Gap between HOMO and LUMO   7.13 eV
Energy above the lowest of the compared OMol25 structures with the same formula, charge and spin   0.000 eV

(2)
Computed, not measured: a structure of composition C2H2AsF6Hg3O6, with ωB97M-V with the def2-TZVPD basis set.

```
! wB97M-V def2-TZVPD RIJCOSX def2/J DEFGRID3
* xyz 3 1
Hg -3.608 -1.279 1.880
Hg 3.513 2.209 -2.012
Hg -0.917 4.338 1.459
As 3.643 -2.934 -3.166
F 5.244 -3.611 -2.951
F 1.972 -2.201 -3.205
F 3.029 -4.596 -3.435
F 4.008 -2.464 -4.893
F 3.383 -3.195 -1.454
F 4.267 -1.334 -2.663
O -4.010 4.097 3.136
O -0.751 0.553 1.420
O -0.411 -1.338 0.428
O -5.738 3.610 4.248
O -4.872 2.199 2.858
O 1.016 0.321 0.083
C -4.944 3.287 3.272
C 0.034 -0.113 0.720
H -5.096 4.321 4.314
H 0.238 -1.869 -0.039
*
```

## Properties
Gap between HOMO and LUMO   2.67 eV